{
  "formula": "C5H19NO6",
  "method": "ωB97M-V with the def2-TZVPD basis set",
  "molar_mass_g_mol": 189.21,
  "homo_energy_ev": -9.360,
  "relative_energy_ev": 3.302,
  "spin_multiplicity": 1,
  "smiles": "CN[C@H](CO)CC=O.O.O.O.O",
  "total_charge": 0,
  "elements": ["C", "N", "C", "C", "O", "C", "C", "O", "H", "H", "H", "H", "H", "H", "H", "H", "H", "H", "H", "O", "H", "H", "O", "H", "H", "O", "H", "H", "O", "H", "H"],
  "positions_angstrom": [[2.546, -0.409, -0.651], [1.283, 0.392, -0.519], [0.066, -0.151, -1.174], [-0.568, -1.355, -0.457], [-1.961, -1.402, -0.684], [0.139, -0.410, -2.713], [0.832, 0.760, -3.434], [2.029, 0.812, -3.498], [2.355, -1.425, -0.295], [3.104, -0.079, 0.232], [3.033, -0.105, -1.544], [1.349, 1.284, -0.988], [-0.714, 0.580, -0.842], [-0.319, -1.416, 0.605], [-0.190, -2.282, -0.907], [-2.313, -0.508, -0.685], [-0.869, -0.632, -3.074], [0.720, -1.339, -2.854], [0.109, 1.527, -3.736], [1.721, 0.058, 2.835], [2.119, -0.789, 3.027], [1.836, 0.383, 1.934], [-2.820, 1.760, -0.035], [-2.930, 1.474, 0.874], [-2.795, 2.706, -0.122], [-0.285, -0.958, 4.323], [0.467, -1.566, 4.240], [-0.610, -1.184, 3.446], [-2.237, 0.735, 2.884], [-1.300, 0.689, 3.111], [-2.534, 1.443, 3.467]]
}